# 1
C16H24F12O8Sr | ωB97M-V/def2-TZVPD

```
61
C16H24F12O8Sr ωB97M-V/def2-TZVPD
Sr -9.70 13.79 3.27
C -11.80 15.76 -1.57
O -11.85 17.15 -1.92
O -10.79 15.58 -0.62
C -13.21 15.12 -1.43
F -13.90 15.81 -0.52
F -13.90 15.14 -2.57
F -13.24 13.83 -0.93
C -12.09 17.57 -3.30
C -11.56 19.03 -3.57
H -11.79 19.84 -2.88
H -10.47 19.05 -3.57
H -11.92 19.34 -4.55
H -13.16 17.62 -3.50
H -11.64 16.91 -4.03
H -11.42 15.27 -2.47
C -13.85 14.82 5.18
O -12.86 15.86 5.16
O -13.08 13.74 4.76
C -14.70 14.90 6.59
F -15.85 14.34 6.44
F -14.10 14.31 7.69
F -14.93 16.16 6.98
C -13.33 17.11 4.54
C -12.20 18.04 4.30
H -12.50 19.06 4.04
H -11.49 18.14 5.12
H -11.60 17.78 3.43
H -13.95 17.68 5.23
H -13.84 17.03 3.58
H -14.49 14.99 4.31
C -7.62 8.19 2.51
O -8.61 7.33 1.88
O -8.22 9.44 2.62
C -6.82 7.56 3.71
F -5.81 6.86 3.30
F -6.38 8.37 4.62
F -7.52 6.66 4.41
C -8.20 6.00 1.43
C -9.25 5.41 0.50
H -9.54 6.05 -0.33
H -8.89 4.49 0.06
H -10.21 5.22 0.99
H -8.14 5.33 2.29
H -7.23 5.99 0.94
H -6.92 8.27 1.68
C -7.22 15.24 6.79
O -8.29 14.21 6.97
O -7.19 15.31 5.37
C -7.39 16.52 7.68
F -6.53 16.65 8.65
F -7.44 17.69 7.02
F -8.50 16.44 8.37
C -8.07 13.28 8.00
C -9.27 12.33 8.07
H -9.16 11.66 8.92
H -10.19 12.90 8.17
H -9.31 11.76 7.14
H -8.05 13.79 8.97
H -7.25 12.59 7.81
H -6.32 14.69 7.09
```

Properties
Net charge   -2
Largest force on an atom   5.48 eV/Å
ΔE to the lowest compared entry with this formula, charge and spin   10.761 eV
E_HOMO   -2.716 eV
LUMO energy   2.377 eV


# 2
C16H24N2O4 | ωB97M-V/def2-TZVPD

```
46
C16H24N2O4 ωB97M-V/def2-TZVPD
C 0.55 1.37 1.58
H -0.08 0.77 0.93
H 0.01 2.28 1.82
H 0.73 0.83 2.51
C 1.88 1.71 0.90
C 2.68 2.68 1.77
H 3.61 2.95 1.28
H 2.11 3.58 1.95
H 2.92 2.22 2.72
C 2.72 0.46 0.62
C 2.13 -0.48 -0.42
N 1.12 -1.35 0.16
C 0.20 -2.02 -0.54
O 0.21 -2.10 -1.76
C -0.88 -2.67 0.30
O -0.37 -2.99 1.57
H -1.14 -3.20 2.12
H -1.20 -3.58 -0.23
C -2.11 -1.74 0.46
N -3.08 -2.53 1.22
H -3.85 -1.95 1.53
H -3.46 -3.27 0.64
H -1.80 -0.92 1.12
C -2.63 -1.16 -0.87
C -2.13 0.24 -1.10
C -2.58 1.27 -0.28
C -2.12 2.56 -0.45
C -1.19 2.84 -1.44
C -0.75 1.83 -2.27
C -1.22 0.53 -2.10
H -0.87 -0.25 -2.75
H -0.03 2.04 -3.05
H -0.82 3.85 -1.57
H -2.48 3.35 0.19
H -3.31 1.06 0.49
H -2.32 -1.81 -1.70
H -3.72 -1.15 -0.84
H 1.09 -1.45 1.17
H 1.64 0.09 -1.23
C 3.25 -1.32 -1.11
O 4.40 -1.22 -0.81
O 2.83 -2.11 -2.08
H 1.84 -2.10 -2.18
H 3.70 0.76 0.26
H 2.88 -0.09 1.55
H 1.65 2.20 -0.06
```

Properties
SMILES   CC(C)C[C@H](NC(=O)[C@@H](O)[C@H](N)Cc1ccccc1)C(=O)O
Largest force on an atom   0.73 eV/Å
ΔE to the lowest compared entry with this formula, charge and spin   0.228 eV
E_HOMO   -9.383 eV
LUMO energy   0.586 eV


# 3
C16H24N2O5RuS5 | ωB97M-V/def2-TZVPD

```
53
C16H24N2O5RuS5 ωB97M-V/def2-TZVPD
Ru 0.14 -0.38 -0.58
C -2.71 -1.51 -1.65
C -1.94 -1.30 -2.94
S -0.14 -1.17 -2.70
C 0.45 -2.89 -2.68
C 0.03 -3.68 -1.46
S 0.49 -2.77 0.05
C -0.74 -3.48 1.19
C -0.68 -2.80 2.55
S -0.65 -1.00 2.51
C -2.38 -0.54 2.34
C -3.05 -0.91 1.02
S -2.22 -0.23 -0.45
H -2.47 -2.47 -1.20
H -3.78 -1.46 -1.82
H -2.20 -0.34 -3.39
H -2.15 -2.08 -3.67
H 1.54 -2.78 -2.71
H 0.14 -3.37 -3.60
H 0.54 -4.64 -1.45
H -1.04 -3.87 -1.45
H -0.52 -4.54 1.31
H -1.72 -3.39 0.72
H 0.26 -3.06 3.05
H -1.48 -3.17 3.19
H -2.38 0.55 2.47
H -2.96 -0.96 3.17
H -4.07 -0.52 1.01
H -3.11 -1.99 0.92
O 5.66 1.43 1.78
C 4.60 1.13 1.32
C 3.22 1.60 1.84
O 3.02 2.45 2.67
C 2.20 0.87 1.02
C 2.86 0.13 -0.02
O 2.20 -0.53 -0.85
C 4.34 0.22 0.10
O 5.17 -0.28 -0.61
O 0.96 0.92 1.12
C 2.23 4.52 0.22
N 1.70 3.46 -0.63
C 0.43 3.10 -0.68
S -0.04 1.77 -1.71
N -0.46 3.82 -0.01
C -1.89 3.59 0.03
H 3.32 4.54 0.11
H 2.00 4.32 1.27
H 1.85 5.49 -0.08
H 2.33 2.92 -1.21
H -0.12 4.66 0.45
H -2.10 2.54 -0.12
H -2.40 4.16 -0.75
H -2.27 3.90 1.00
```

Properties
2S+1   2
⟨S²⟩   0.766
Net charge   +1
Largest force on an atom   0.64 eV/Å
ΔE to the lowest compared entry with this formula, charge and spin   0.000 eV
E_HOMO (spin up / spin down)   -10.740 / -10.853 eV
LUMO energy (spin up / spin down)   -2.921 / -4.965 eV


# 4
C16H24N2O7 | ωB97M-V/def2-TZVPD

```
49
C16H24N2O7 ωB97M-V/def2-TZVPD
O -2.31 0.95 -0.55
O 4.07 -1.19 -4.63
O 0.24 -2.49 -0.85
O 0.15 0.55 5.31
O -2.67 3.10 0.16
O -0.07 -1.44 3.42
O -0.72 3.03 4.90
C -2.22 1.82 0.31
C 2.97 -1.10 -4.10
C 1.16 -2.33 -1.65
C -1.11 0.16 1.87
C -1.46 2.43 2.62
C -0.53 -0.18 3.10
C -0.88 2.12 3.87
C -0.41 0.82 4.09
C -1.59 1.46 1.61
N 1.71 -3.37 -2.29
N 2.90 -0.85 -2.80
C -3.26 3.40 -1.11
C -0.07 -2.46 2.41
C -1.28 4.34 4.76
C 1.73 -1.29 -4.95
C 1.24 -4.75 -2.17
C 0.73 0.17 -2.21
C 1.76 -0.92 -1.87
H 0.14 1.37 5.83
H -1.21 -0.59 1.08
H -1.83 3.43 2.43
H 2.49 -3.19 -2.90
H 3.80 -0.68 -2.37
H -4.14 2.77 -1.29
H -3.59 4.45 -1.13
H -2.55 3.24 -1.92
H -1.07 -2.64 2.02
H 0.60 -2.18 1.60
H 0.30 -3.40 2.84
H -2.36 4.29 4.61
H -0.82 4.87 3.91
H -1.08 4.92 5.67
H 1.02 -1.96 -4.46
H 2.02 -1.71 -5.91
H 1.27 -0.32 -5.11
H 1.43 -5.12 -1.16
H 1.75 -5.39 -2.89
H 0.16 -4.79 -2.36
H 1.22 1.12 -2.41
H 0.11 -0.12 -3.06
H 0.07 0.30 -1.35
H 2.16 -0.64 -0.90
```

Properties
SMILES   COC(=O)c1cc(OC)c(O)c(OC)c1.CNC(=O)[C@H](C)NC(C)=O
Largest force on an atom   1.96 eV/Å
ΔE to the lowest compared entry with this formula, charge and spin   0.000 eV
E_HOMO   -8.222 eV
LUMO energy   0.620 eV


# 5
C16H24N7OS2Tc | ωB97M-V/def2-TZVPD

```
51
C16H24N7OS2Tc ωB97M-V/def2-TZVPD
Tc 1.02 0.09 -0.17
N -2.34 4.27 -0.35
N -1.54 3.27 -0.80
N -1.56 2.89 -2.06
C -0.75 1.85 -2.05
N -0.27 1.64 -0.81
N -0.80 2.57 -0.01
H -2.54 4.92 -1.11
H -1.93 4.74 0.45
H -0.52 1.26 -2.92
C 1.23 0.93 1.73
C 2.57 1.24 1.23
C 3.72 0.56 1.71
C 4.94 0.80 1.13
C 5.06 1.64 0.02
C 3.95 2.29 -0.49
C 2.71 2.12 0.13
H 0.51 1.74 1.80
H 1.17 0.20 2.53
H 3.63 -0.09 2.56
H 5.83 0.33 1.54
H 6.03 1.82 -0.43
H 4.05 2.98 -1.31
H 1.88 2.76 -0.16
C 4.60 -2.33 -1.13
S 3.41 -2.32 0.19
C 2.77 -3.97 0.07
O 2.25 -1.45 -0.41
H 4.12 -2.66 -2.05
H 5.39 -3.02 -0.84
H 5.00 -1.32 -1.22
H 3.57 -4.65 0.36
H 2.45 -4.16 -0.96
H 1.94 -4.06 0.77
C -5.13 -3.01 1.37
C -4.40 -1.91 0.69
C -4.97 -0.76 0.20
C -4.16 0.19 -0.41
N -2.82 0.02 -0.53
C -2.30 -1.09 -0.06
S -0.61 -1.58 -0.26
N -3.06 -2.03 0.54
C -4.75 1.44 -0.97
H -6.20 -2.84 1.33
H -4.83 -3.08 2.42
H -4.91 -3.97 0.89
H -6.03 -0.61 0.28
H -2.60 -2.88 0.88
H -5.64 1.19 -1.56
H -4.04 1.96 -1.61
H -5.08 2.09 -0.16
```

Properties
2S+1   4
⟨S²⟩   3.804
Net charge   +3
Largest force on an atom   0.14 eV/Å
ΔE to the lowest compared entry with this formula, charge and spin   0.059 eV
E_HOMO (spin up / spin down)   -17.727 / -18.090 eV
LUMO energy (spin up / spin down)   -10.018 / -10.793 eV


# 6
C16H24O12 | ωB97M-V/def2-TZVPD

```
52
C16H24O12 ωB97M-V/def2-TZVPD
C 4.25 2.72 -1.54
C 2.97 3.50 -1.35
C 2.06 2.88 -0.26
O 1.56 3.99 0.48
C 2.27 5.10 0.10
O 2.11 6.20 0.51
O 3.27 4.76 -0.74
H 4.96 2.79 -0.72
H 4.78 3.08 -2.43
H 4.07 1.65 -1.67
H 2.42 3.56 -2.29
H 2.57 2.16 0.37
H 1.21 2.44 -0.78
C -2.04 -1.41 2.20
C -2.06 -0.97 0.74
C -1.61 0.47 0.52
O -0.72 0.36 -0.62
C -0.54 -0.91 -0.96
O 0.06 -1.33 -1.88
O -1.06 -1.71 0.04
H -2.50 -0.73 2.92
H -1.09 -1.81 2.56
H -2.68 -2.30 2.29
H -3.01 -1.21 0.25
H -1.07 0.83 1.38
H -2.42 1.09 0.15
C -1.17 1.56 4.92
C -1.18 0.42 5.90
C -2.52 0.22 6.63
O -2.48 -1.19 6.86
C -1.78 -1.74 5.86
O -1.86 -2.88 5.54
O -1.05 -0.83 5.21
H -0.30 1.59 4.27
H -1.27 2.50 5.48
H -2.03 1.57 4.24
H -0.39 0.55 6.65
H -3.36 0.48 5.99
H -2.43 0.80 7.55
C 0.65 -1.29 -5.60
C 0.79 -2.78 -5.79
C 0.07 -3.73 -4.78
O -0.41 -4.76 -5.63
C -0.25 -4.44 -6.91
O -0.58 -5.11 -7.84
O 0.22 -3.18 -7.03
H -0.41 -1.03 -5.43
H 1.00 -0.69 -6.43
H 1.04 -0.90 -4.66
H 1.85 -3.04 -5.77
H -0.74 -3.19 -4.30
H 0.87 -4.12 -4.16
```

Properties
SMILES   C[C@H]1COC(=O)O1.C[C@H]1COC(=O)O1.C[C@H]1COC(=O)O1.C[C@H]1COC(=O)O1
Largest force on an atom   2.07 eV/Å
ΔE to the lowest compared entry with this formula, charge and spin   0.832 eV
E_HOMO   -10.712 eV
LUMO energy   0.138 eV


> What is the ΔE to the lowest compared entry with this formula, charge and spin in the fourth record?

0.000 eV